1.
Entry from the OMol25 dataset: a 2-piece molecular cluster, C17H16F4N2 overall in a non-equilibrium geometry (ωB97M-V with the def2-TZVPD basis set).

Energy relative to the best compared isomer or geometry (same formula, charge and spin) in eV: 0.000
HOMO-LUMO gap in eV: 8.77
Highest occupied orbital energy in Eh: -0.3227
E_tot in eV: -31738.053
SMILES string: N#C[C@H](F)c1ccc(C(F)(F)F)cc1.Cc1cc(C)nc(C)c1

```
39
Properties=species:S:1:pos:R:3:nbo_charge:R:1
N -2.087 3.090 -1.471 -0.2518
C -1.247 2.399 -1.898 0.2335
C -0.352 1.420 -2.499 0.0674
F -0.192 0.187 -1.789 -0.3469
C 1.084 1.817 -2.601 0.0188
C 1.955 0.829 -3.089 -0.1974
C 3.314 0.919 -2.923 -0.1740
C 3.820 1.996 -2.201 -0.1469
C 5.290 2.094 -1.994 0.9736
F 5.656 3.391 -1.907 -0.3218
F 5.944 1.548 -3.047 -0.3228
F 5.753 1.475 -0.870 -0.3229
C 2.993 2.959 -1.661 -0.1666
C 1.608 2.834 -1.816 -0.2155
H -0.796 1.042 -3.404 0.2303
H 1.539 -0.146 -3.427 0.2316
H 3.968 0.072 -3.173 0.2379
H 3.409 3.697 -0.960 0.2377
H 0.950 3.451 -1.168 0.2354
C -2.927 -3.312 4.385 -0.6355
C -2.469 -2.506 3.197 0.0339
C -1.985 -3.113 2.030 -0.2885
C -1.772 -2.303 0.881 0.2497
C -1.079 -2.812 -0.364 -0.6395
N -2.174 -1.041 0.877 -0.4668
C -2.333 -0.390 2.006 0.2474
C -2.222 1.116 1.914 -0.6412
C -2.576 -1.096 3.213 -0.2852
H -2.814 -4.380 4.198 0.2157
H -2.370 -3.063 5.291 0.2230
H -3.985 -3.130 4.601 0.2250
H -1.800 -4.190 1.934 0.2126
H -0.994 -3.898 -0.296 0.2060
H -1.631 -2.527 -1.273 0.2309
H -0.058 -2.391 -0.454 0.2291
H -2.636 1.562 2.820 0.2075
H -1.160 1.425 1.826 0.2239
H -2.738 1.499 1.017 0.2391
H -2.884 -0.526 4.094 0.2134
```

=====

2.
Entry from the OMol25 dataset: a 2-piece molecular cluster, C3H3NOS overall in a non-equilibrium geometry (ωB97M-V with the def2-TZVPD basis set).

Energy relative to the best compared isomer or geometry (same formula, charge and spin) in eV: 1.438
HOMO-LUMO gap in eV: 9.90
Highest occupied orbital energy in Eh: -0.3522
E_tot in eV: -17530.503
SMILES string: C=C=O.N=C=S

```
9
Properties=species:S:1:pos:R:3:nbo_charge:R:1
C -0.742 2.569 0.017 -0.7950
C 0.337 1.841 0.031 0.7162
O 1.311 1.188 -0.107 -0.4496
H -1.085 3.102 0.863 0.2617
H -1.192 2.936 -0.838 0.2712
N -1.743 -0.097 1.547 -0.6693
C -2.324 -0.057 0.478 0.2109
S -3.093 -0.508 -0.783 0.0512
H -0.961 0.440 1.807 0.4028
```

=====

3.
Entry from the OMol25 dataset: a 8-piece molecular cluster, C4H19O10 overall in a non-equilibrium geometry (ωB97M-V with the def2-TZVPD basis set).

HOMO-LUMO gap in eV: 9.12
Net charge: -1
Highest occupied orbital energy in Eh: -0.2257
E_tot in eV: -24931.441

```
33
Properties=species:S:1:pos:R:3:nbo_charge:R:1
O 0.567 3.595 -0.828 -0.6489
C 0.588 2.442 -0.542 0.8228
O -0.308 1.842 0.187 -0.9211
C 1.767 1.432 -0.931 -0.5277
C 1.261 0.019 -0.882 -0.5740
C 2.073 -1.114 -1.364 0.4792
O 1.596 -2.178 -1.766 -0.5630
H 2.648 1.596 -0.342 0.2241
H 2.065 1.830 -1.936 0.2000
H 1.064 -0.109 0.205 0.3024
H 0.370 -0.060 -1.445 0.2066
H 3.170 -1.029 -1.058 0.0953
H 1.943 -2.681 1.733 0.4586
H 0.821 -2.578 0.873 0.4909
O 1.753 -2.228 0.937 -0.9416
H 0.808 1.876 3.051 0.4544
H 0.371 1.530 1.511 0.4986
O 1.008 1.282 2.217 -1.0159
H -1.695 1.710 2.413 0.4584
H -1.748 1.285 0.845 0.5243
O -2.187 1.373 1.772 -0.9923
H -2.700 -1.166 -1.349 0.4717
H -2.035 -1.275 -2.777 0.4883
O -2.713 -1.591 -2.160 -0.9652
H -1.617 -1.992 -0.441 0.4729
H -1.829 -1.221 0.778 0.4521
O -2.194 -2.029 0.370 -0.9277
H -1.214 0.776 -1.309 0.4990
H -0.674 0.700 -2.747 0.4613
O -1.446 0.609 -2.260 -0.9636
H 0.221 -0.739 2.752 0.4940
H -1.261 -0.598 2.105 0.4753
O -0.472 -1.310 2.389 -0.9889
```

=====

Q: What is the highest occupied orbital energy in the second record?
A: -0.3522 Eh

=====

Q: Look up the HOMO-LUMO gap of the third one.
A: 9.12 eV

=====

Q: E_tot of number 2 (C3H3NOS)?
A: -17530.503 eV

=====

Q: The highest HOMO-LUMO gap belongs to which entry?
A: C3H3NOS